# 1
Formula: C10H13BrN
Source: the OMol25 dataset
Level of theory: wB97M-V/def2-TZVPD

Structure (XYZ):
```
25
C10H13BrN wB97M-V/def2-TZVPD
H 1.7552 -1.0085 -0.3345
H 0.5823 3.6180 -0.8153
C 2.2633 1.4742 -1.3652
C -2.6514 -0.5995 0.1093
H 0.0817 -3.3255 0.2553
C 0.6138 2.9354 0.0154
C -2.9314 -1.9031 -0.0433
H 2.1481 2.0788 -2.2174
C 1.3360 1.8007 -0.2158
H -4.0202 -2.2554 0.0435
N 1.3649 0.7736 0.8335
C -0.6240 -2.4784 0.2273
H 1.4824 -1.0875 1.3631
C -0.3186 -1.1073 0.3185
H -2.2236 -3.8100 -0.4702
H 0.8146 1.1389 1.6954
H 3.3185 1.4011 -0.9956
H 1.9437 0.4866 -1.5883
C -1.3492 -0.1594 0.2966
Br -4.0416 0.7007 -0.1101
H 0.1649 3.2410 0.9157
H 2.2450 0.8284 1.2213
C 1.0784 -0.7057 0.5196
C -1.9475 -2.8643 0.0122
H -1.0851 0.8270 0.3289
```

Results
Charge ... +1
HOMO-LUMO gap (alpha / beta) ... 5.20 / 6.33 eV
Lowest unoccupied orbital energy (alpha / beta) ... -3.3 / -6.3 eV
Expectation value of S² ... 2.05
Spin multiplicity ... 3

# 2
Formula: C3H6IN3
Source: the OMol25 dataset
Level of theory: wB97M-V/def2-TZVPD

Structure (XYZ):
```
13
C3H6IN3 wB97M-V/def2-TZVPD
H 1.0625 -2.2765 0.1722
N 0.6443 1.0693 -0.8650
I -3.0255 -0.3187 0.0524
H -0.2080 -0.5615 -1.4679
N -0.6966 1.8296 0.6599
H -0.7082 -0.5490 1.4182
H -1.4423 2.4184 0.8200
N 0.1819 1.9994 -0.2692
H 1.9000 -0.6770 0.6619
C -1.0259 -0.1852 0.5019
H 1.9599 -1.2653 -1.0369
C 0.1019 -0.3084 -0.4980
C 1.2559 -1.1751 -0.1495
```

Results
HOMO-LUMO gap ... 9.22 eV
Lowest unoccupied orbital energy ... 0.3 eV
Spin multiplicity ... 1
Relative energy (zero: lowest compared OMol25 entry of this formula, charge and spin) ... 26.0 kcal/mol

# 3
Formula: C19H28N6O
Source: the OMol25 dataset
Level of theory: wB97M-V/def2-TZVPD

Structure (XYZ):
```
54
C19H28N6O wB97M-V/def2-TZVPD
H 5.5415 1.0965 -0.8498
C 6.1788 0.1961 -0.9261
H 6.1245 -0.7758 2.2455
N -2.9945 1.6018 -0.0074
H -7.4339 -1.2432 1.9825
C -6.5813 -1.8890 0.1290
H -5.5455 -2.2331 -1.7114
H 3.3497 1.1921 -0.9460
H -6.0181 2.9606 -0.6037
H -4.4406 3.7564 -0.7288
H 2.3531 -1.5866 -0.1294
H -4.2901 -0.1216 -1.6366
H 8.4119 1.0537 0.1692
N -1.2589 1.2301 -1.1705
H -2.1477 1.5025 1.9508
C -6.0383 0.1850 1.2303
N 1.3581 0.8431 -0.4868
C -4.3996 1.8271 0.2485
H -6.1804 0.8613 2.0617
C 0.5116 0.9615 0.5581
H 5.5321 -2.5416 0.7092
C -4.9836 -0.3670 -0.8452
C 2.7506 0.5142 -0.3310
C -6.7463 -1.0029 1.1844
C 5.3764 -0.9891 -1.4779
C 3.0157 -0.9567 -0.7319
H 8.0376 0.5406 1.8216
H -4.8261 2.3930 -1.7842
C -5.1532 0.5143 0.2153
C -5.6881 -1.5542 -0.8831
H 2.9858 0.6663 0.7244
H 4.9277 -0.7233 -2.4367
C -0.8789 1.2034 0.1302
H 0.9514 0.8516 -1.4109
H 7.0756 1.8260 1.0553
C 5.6746 -0.4892 1.2917
H 6.0793 -1.8152 -1.6386
H -8.1390 -3.1971 0.8054
H -6.6564 -4.0134 0.3044
C 7.6055 0.8752 0.8796
C 4.8646 -1.6725 0.7483
N 6.7412 -0.1612 0.3625
C -7.3294 -3.1856 0.0802
H 7.0001 0.4204 -1.6120
H -7.7424 -3.3530 -0.9127
C -4.9589 2.8020 -0.7870
H 5.0183 0.3809 1.4718
O 0.8469 0.9019 1.7275
H 2.7295 -1.0814 -1.7824
C -2.0074 1.4407 0.8935
N -2.5120 1.4644 -1.2374
H 4.0378 -1.8965 1.4236
N 4.3476 -1.4774 -0.5882
H -4.4769 2.2636 1.2512
```

Results
HOMO-LUMO gap ... 8.68 eV
Lowest unoccupied orbital energy ... 0.7 eV
Spin multiplicity ... 1
Relative energy (zero: lowest compared OMol25 entry of this formula, charge and spin) ... 45.7 kcal/mol
Structure (SMILES) ... Cc1ccc([C@H](C)n2cc(C(=O)NCCN3CCN(C)CC3)nn2)cc1

Computed values of DFT total energy (unit: hartree) for the preceding records, in sequence: -3017.14482 -579.73130 -1144.56730.